The following is a quantum chemistry calculation of one molecule with the formula C6H12O, from OMol25.

```
! wB97M-V def2-TZVPD RIJCOSX def2/J DEFGRID3
* xyz 0 1
C -2.74979 0.13279 -0.32544
C -1.43568 0.54235 0.34693
C -0.34722 -0.52384 0.21658
C 0.97667 -0.25699 0.93744
C 2.11861 -1.03885 0.35503
C 2.19898 0.33429 -0.15531
O 1.77449 0.66345 -1.42322
H -2.60968 -0.07018 -1.39451
H -3.16463 -0.77591 0.12778
H -3.50704 0.91969 -0.23535
H -1.61201 0.75611 1.40835
H -1.08629 1.48399 -0.10245
H -0.17738 -0.73599 -0.85183
H -0.74212 -1.46382 0.63805
H 1.34411 0.83397 1.01221
H 1.86092 -1.73868 -0.43704
H 2.91157 -1.38505 1.01016
H 3.06963 0.89990 0.21355
H 1.17688 1.42279 -1.34094
*
```

Values from the calculation:
- DFT total energy (eV) = -8460.652
- structure (SMILES) = CCC[C@H]1C[C@H]1O

Atom charges from the natural (NBO) analysis, given in e for atoms 1 to 8: atom 1 (C): -0.604, atom 2 (C): -0.390, atom 3 (C): -0.437, atom 4 (C): -0.308, atom 5 (C): -0.453, atom 6 (C): 0.098, atom 7 (O): -0.692, atom 8 (H): 0.202

***

The following is a quantum chemistry calculation of one molecule with the formula C6H12O, from OMol25.

```
! wB97M-V def2-TZVPD RIJCOSX def2/J DEFGRID3
* xyz 0 1
C 1.46796 -0.46683 1.48932
C 1.16040 -1.40721 0.32329
C -0.32028 -1.17678 -0.21627
C -0.49413 0.00215 -1.20282
C -1.50762 1.10118 -0.77526
C -0.84642 2.18622 0.01439
O -0.70310 3.33587 -0.33038
H 2.51173 -0.48676 1.81812
H 0.95041 -0.73091 2.41640
H 1.22358 0.53441 1.17391
H 1.25112 -2.48144 0.45078
H 1.91209 -1.11290 -0.41899
H -0.85251 -1.15008 0.72752
H -0.50971 -2.04511 -0.84457
H -0.91144 -0.38427 -2.13772
H 0.46641 0.37865 -1.56546
H -2.11135 1.43417 -1.62786
H -2.30878 0.59283 -0.24005
H -0.37836 1.87681 0.94565
*
```

Values from the calculation:
- DFT total energy (eV) = -8463.057
- structure (SMILES) = CCCCCC=O

Atom charges from the natural (NBO) analysis, given in e for atoms 1 to 8: atom 1 (C): -0.616, atom 2 (C): -0.387, atom 3 (C): -0.412, atom 4 (C): -0.403, atom 5 (C): -0.520, atom 6 (C): 0.439, atom 7 (O): -0.516, atom 8 (H): 0.214

***

The following is a quantum chemistry calculation of one molecule with the formula C6H12O, from OMol25.

```
! wB97M-V def2-TZVPD RIJCOSX def2/J DEFGRID3
* xyz 0 1
C 1.12817 1.33367 0.96924
C 0.03510 1.19889 -0.14228
C -0.38159 -0.26164 -0.24895
C 0.78960 -1.19242 -0.63682
O 1.99655 -0.50880 -0.92173
C -1.73754 -0.74852 -0.69085
C -1.39288 -0.71128 0.77159
H 1.93397 0.58754 0.96212
H 0.61747 1.19423 1.92494
H 1.61576 2.31202 0.95869
H -0.81137 1.82261 0.17161
H 0.27692 1.60842 -1.14309
H 0.52136 -1.76989 -1.53061
H 0.98544 -1.90493 0.17419
H 1.76445 0.41645 -1.04925
H -1.73701 -1.73624 -1.15356
H -2.49782 -0.08107 -1.08833
H -1.23672 -1.63593 1.31895
H -1.86986 0.07691 1.35415
*
```

Values from the calculation:
- DFT total energy (eV) = -8462.622
- structure (SMILES) = CCC1(CO)CC1

Atom charges from the natural (NBO) analysis, given in e for atoms 1 to 8: atom 1 (C): -0.634, atom 2 (C): -0.419, atom 3 (C): -0.089, atom 4 (C): -0.054, atom 5 (O): -0.717, atom 6 (C): -0.412, atom 7 (C): -0.415, atom 8 (H): 0.234

***

The following is a quantum chemistry calculation of one molecule with the formula C6H12O, from OMol25.

```
! wB97M-V def2-TZVPD RIJCOSX def2/J DEFGRID3
* xyz 0 1
C 2.77617 0.19442 0.12042
C 1.42952 -0.48881 0.35707
C 0.25467 0.49345 0.26450
C -1.08746 -0.23404 0.26481
C -1.59213 -0.64790 -1.12770
O -2.85079 0.00542 -0.91408
C -2.41089 0.55340 0.33697
H 2.81287 0.65896 -0.87279
H 2.96153 0.97948 0.86389
H 3.59717 -0.52686 0.18192
H 1.42025 -0.97896 1.34184
H 1.28835 -1.29261 -0.38211
H 0.33161 1.05406 -0.66988
H 0.31618 1.23914 1.06979
H -1.08502 -1.06948 0.97433
H -1.71852 -1.71223 -1.32942
H -1.03006 -0.16335 -1.94316
H -2.31439 1.64971 0.31299
H -3.09905 0.28619 1.15062
*
```

Values from the calculation:
- DFT total energy (eV) = -8462.968
- structure (SMILES) = CCCC1COC1

Atom charges from the natural (NBO) analysis, given in e for atoms 1 to 8: atom 1 (C): -0.604, atom 2 (C): -0.391, atom 3 (C): -0.395, atom 4 (C): -0.262, atom 5 (C): -0.051, atom 6 (O): -0.537, atom 7 (C): -0.050, atom 8 (H): 0.202

***

The following is a quantum chemistry calculation of one molecule with the formula C6H12O, from OMol25.

```
! wB97M-V def2-TZVPD RIJCOSX def2/J DEFGRID3
* xyz 0 1
C -1.58797 -0.68859 -0.81403
C -0.98157 0.28830 0.19313
C -2.02303 0.80933 1.17988
C 0.17963 -0.34046 0.95008
O 1.25715 -0.59298 0.02587
C 2.17441 0.34105 -0.00157
C 3.10779 0.02229 -1.13492
H -2.39063 -0.21048 -1.38627
H -0.83454 -1.05444 -1.51901
H -2.01782 -1.55679 -0.29765
H -0.55549 1.14332 -0.35108
H -2.43342 -0.00745 1.78677
H -2.85630 1.28236 0.64988
H -1.58848 1.55241 1.85780
H -0.09883 -1.30734 1.38513
H 0.56236 0.33034 1.72439
H 2.86625 -0.88148 -1.70935
H 4.13104 -0.02988 -0.74538
H 3.08945 0.90049 -1.79366
*
```

Values from the calculation:
- DFT total energy (eV) = -8461.651

Atom charges from the natural (NBO) analysis, given in e for atoms 1 to 8: atom 1 (C): -0.609, atom 2 (C): -0.248, atom 3 (C): -0.605, atom 4 (C): -0.062, atom 5 (O): -0.498, atom 6 (C): 0.248, atom 7 (C): -0.771, atom 8 (H): 0.211

***

The following is a quantum chemistry calculation of C6H12O as an isolated structure, from OMol25.

```
! wB97M-V def2-TZVPD RIJCOSX def2/J DEFGRID3
* xyz 0 1
C -1.56927 1.38375 -0.04165
C -1.18389 -0.16638 0.26516
C -0.40290 -1.85889 -0.42567
O 0.80900 -1.40210 -0.86520
C 1.23731 -0.41056 0.06385
C 1.63028 0.77419 -0.79938
C 0.07521 -0.17560 1.07869
H -1.50743 1.78274 -1.05641
H -0.93594 2.05681 0.57155
H -2.58885 1.62393 0.31629
H -2.09204 -0.58316 0.66602
H -0.18214 -2.52642 0.45474
H -0.84879 -2.52396 -1.17528
H 2.08747 -0.80402 0.63067
H 2.46488 0.48648 -1.44744
H 1.92315 1.63247 -0.19214
H 0.79322 1.05390 -1.44999
H 0.28188 0.70841 1.68712
H 0.00887 -1.05160 1.71911
*
```

Values from the calculation:
- DFT total energy (eV) = -8460.874

Atom charges from the natural (NBO) analysis, given in e for atoms 1 to 8: atom 1 (C): -0.632, atom 2 (C): -0.216, atom 3 (C): -0.026, atom 4 (O): -0.539, atom 5 (C): 0.098, atom 6 (C): -0.628, atom 7 (C): -0.468, atom 8 (H): 0.214

***

The following is a quantum chemistry calculation of one molecule with the formula C6H12O, from OMol25.

```
! wB97M-V def2-TZVPD RIJCOSX def2/J DEFGRID3
* xyz 0 1
O 2.83865 1.03785 0.33919
C 2.60111 0.09398 -0.48972
C 1.17523 -0.08059 -0.97315
C 0.12496 -0.04811 0.06594
C -0.06808 1.34284 0.74648
C -1.27478 -0.48962 -0.42464
C -2.20984 -1.06119 0.62171
H 3.10016 -0.85358 -0.22518
H 2.76974 0.40448 -1.60119
H 0.82845 -0.08544 -2.00296
H 0.46891 -0.68868 0.89011
H -0.36383 2.05002 -0.03558
H -0.76790 1.33874 1.57735
H 0.89312 1.74178 1.04157
H -1.04682 -1.28310 -1.14956
H -1.64317 0.31971 -1.05480
H -3.02617 -0.39284 0.89442
H -2.68295 -1.96647 0.23885
H -1.71680 -1.37979 1.54116
*
```

Values from the calculation:
- DFT total energy (eV) = -8459.132

Atom charges from the natural (NBO) analysis, given in e for atoms 1 to 8: atom 1 (O): -0.658, atom 2 (C): -0.102, atom 3 (C): 0.154, atom 4 (C): -0.328, atom 5 (C): -0.589, atom 6 (C): -0.389, atom 7 (C): -0.620, atom 8 (H): 0.190

***

The following is a quantum chemistry calculation of one molecule with the formula C6H12O, from OMol25.

```
! wB97M-V def2-TZVPD RIJCOSX def2/J DEFGRID3
* xyz 0 1
C 1.88505 -0.55116 0.10405
C 0.87445 0.37653 -0.57554
O 0.78937 1.59537 0.15493
C -0.52323 1.82238 0.65895
C -1.13764 0.46448 0.85401
C -0.53450 -0.15969 -0.63427
C -0.72913 -1.67137 -0.76338
H 1.49652 -0.96133 1.04472
H 2.16193 -1.38615 -0.54934
H 2.79005 0.01818 0.33607
H 1.21708 0.58749 -1.59630
H -0.41169 2.44363 1.54891
H -1.13206 2.37542 -0.07244
H -0.77871 -0.01561 1.79628
H -2.24511 0.49130 0.93394
H -1.18633 0.34579 -1.34507
H -1.18545 -1.35586 0.18502
H -1.46455 -2.06259 -1.47733
H 0.11397 -2.35680 -0.60322
*
```

Values from the calculation:
- DFT total energy (eV) = -8461.905
- structure (SMILES) = C[C@@H]1OCC[C@@H]1C

Atom charges from the natural (NBO) analysis, given in e for atoms 1 to 8: atom 1 (C): -0.630, atom 2 (C): 0.083, atom 3 (O): -0.535, atom 4 (C): -0.075, atom 5 (C): -0.474, atom 6 (C): -0.201, atom 7 (C): -0.698, atom 8 (H): 0.204

***

The following is a quantum chemistry calculation of C6H12O as an isolated structure, from OMol25.

```
! wB97M-V def2-TZVPD RIJCOSX def2/J DEFGRID3
* xyz 0 1
C -1.09684 -0.48376 0.71059
C 0.66072 -0.23276 1.30703
C 0.86908 1.16512 1.85685
O 1.42293 -0.36163 0.09794
C 0.21250 -0.32960 -0.55813
C 0.01309 -1.61215 -1.34945
C -0.06322 0.94112 -1.33779
H -1.42160 0.13929 1.56120
H -1.29217 -1.52646 0.95958
H -1.80722 -0.17208 -0.07529
H 0.72687 2.03320 1.19493
H 1.93034 1.15835 2.14364
H 0.28829 1.30748 2.77700
H -0.98840 -1.68177 -1.78702
H 0.75239 -1.64827 -2.16025
H 0.19113 -2.47089 -0.69794
H 0.67656 1.05349 -2.13949
H -0.01710 1.82980 -0.70431
H -1.05734 0.89150 -1.79909
*
```

Values from the calculation:
- DFT total energy (eV) = -8459.001

Atom charges from the natural (NBO) analysis, given in e for atoms 1 to 8: atom 1 (C): -0.682, atom 2 (C): 0.217, atom 3 (C): -0.734, atom 4 (O): -0.577, atom 5 (C): 0.391, atom 6 (C): -0.645, atom 7 (C): -0.657, atom 8 (H): 0.258

***

The following is a quantum chemistry calculation of one molecule with the formula C6H12O, from OMol25.

```
! wB97M-V def2-TZVPD RIJCOSX def2/J DEFGRID3
* xyz 0 1
C 1.84096 1.01840 1.20634
C 0.37574 0.65950 0.91433
C -0.25147 1.49176 -0.20139
O -1.11485 0.64309 -0.96800
C -1.12521 -0.66473 -0.40833
C -1.29385 -1.66919 -1.53235
C 0.19007 -0.75872 0.35894
H 1.96361 2.04734 1.56637
H 2.47879 0.90596 0.31838
H 2.26023 0.36298 1.97880
H -0.19627 0.77461 1.84529
H -0.86409 2.33402 0.14467
H 0.53043 1.86349 -0.87128
H -1.96805 -0.75087 0.29999
H -2.23268 -1.48719 -2.06495
H -1.30409 -2.69028 -1.13716
H -0.46927 -1.56555 -2.24617
H 1.00727 -0.98902 -0.34048
H 0.17273 -1.52560 1.13698
*
```

Values from the calculation:
- DFT total energy (eV) = -8464.011
- structure (SMILES) = C[C@H]1CO[C@@H](C)C1

Atom charges from the natural (NBO) analysis, given in e for atoms 1 to 8: atom 1 (C): -0.601, atom 2 (C): -0.248, atom 3 (C): -0.065, atom 4 (O): -0.539, atom 5 (C): 0.101, atom 6 (C): -0.616, atom 7 (C): -0.419, atom 8 (H): 0.211

***

The following is a quantum chemistry calculation of one molecule with the formula C6H12O, from OMol25.

```
! wB97M-V def2-TZVPD RIJCOSX def2/J DEFGRID3
* xyz 0 1
C -1.88297 -1.77122 -0.09625
C -0.61414 -1.28255 -0.74523
C 0.25872 -0.50383 0.19673
C 1.42896 0.24426 -0.38154
C 1.49122 1.55292 0.40449
C 0.05448 1.85117 0.57972
O -0.73494 0.76638 0.48391
H -1.65183 -2.41451 0.75386
H -2.45410 -0.92213 0.26961
H -2.50999 -2.32109 -0.80040
H -0.05252 -2.13838 -1.12197
H -0.86918 -0.66212 -1.60916
H 0.54044 -1.11264 1.07514
H 2.35651 -0.31972 -0.28726
H 1.25065 0.45323 -1.44236
H 2.02893 2.34134 -0.12535
H 1.95275 1.41002 1.38602
H -0.21934 2.24216 1.55965
H -0.37364 2.58672 -0.09960
*
```

Values from the calculation:
- DFT total energy (eV) = -8463.098
- structure (SMILES) = CC[C@H]1CCCO1

Atom charges from the natural (NBO) analysis, given in e for atoms 1 to 8: atom 1 (C): -0.602, atom 2 (C): -0.419, atom 3 (C): 0.109, atom 4 (C): -0.435, atom 5 (C): -0.425, atom 6 (C): -0.069, atom 7 (O): -0.560, atom 8 (H): 0.196

***

The following is a quantum chemistry calculation of one molecule with the formula C6H12O, from OMol25.

```
! wB97M-V def2-TZVPD RIJCOSX def2/J DEFGRID3
* xyz 0 1
C 1.92242 -0.43162 -0.00984
C 0.79161 0.37853 -0.65643
O 0.72932 1.71876 -0.28282
C -0.42664 1.81453 0.98504
C -1.23946 0.54973 0.91854
C -0.61063 -0.14057 -0.55600
C -0.77417 -1.65077 -0.70498
H 1.71022 -0.66569 1.04104
H 2.07127 -1.38026 -0.54318
H 2.86580 0.12598 -0.04616
H 0.76773 0.17164 -1.75857
H 0.22605 1.93457 1.85096
H -0.95586 2.73662 0.73309
H -1.08138 -0.14549 1.75715
H -2.31421 0.68809 0.73131
H -1.17943 0.43014 -1.30522
H -1.84125 -1.86681 -0.72793
H -0.33075 -2.13319 -1.59617
H -0.33064 -2.13418 0.17018
*
```

Values from the calculation:
- DFT total energy (eV) = -8462.396
- structure (SMILES) = C[C@@H]1OCC[C@@H]1C

Atom charges from the natural (NBO) analysis, given in e for atoms 1 to 8: atom 1 (C): -0.644, atom 2 (C): 0.067, atom 3 (O): -0.565, atom 4 (C): -0.086, atom 5 (C): -0.474, atom 6 (C): -0.156, atom 7 (C): -0.634, atom 8 (H): 0.198

***

The following is a quantum chemistry calculation of one molecule with the formula C6H12O, from OMol25.

```
! wB97M-V def2-TZVPD RIJCOSX def2/J DEFGRID3
* xyz 0 1
C -2.42057 -0.79494 0.44431
C -1.11264 -0.88132 -0.33968
C 0.02091 -0.01317 0.23606
C -0.32796 1.42748 -0.06146
O -0.83253 2.20358 0.71310
C 1.38394 -0.35044 -0.38416
C 2.47125 0.64306 0.05278
H -3.18283 -1.43640 -0.00925
H -2.28200 -1.11646 1.48260
H -2.80766 0.22924 0.46657
H -0.76685 -1.92138 -0.38746
H -1.28620 -0.57209 -1.38158
H 0.06438 -0.12243 1.32744
H -0.10974 1.73201 -1.11438
H 1.28160 -0.38237 -1.47888
H 1.66163 -1.37053 -0.09173
H 2.91809 0.34483 1.00521
H 2.05502 1.64449 0.20329
H 3.27217 0.73683 -0.68279
*
```

Values from the calculation:
- DFT total energy (eV) = -8463.894
- structure (SMILES) = CCC(C=O)CC

Atom charges from the natural (NBO) analysis, given in e for atoms 1 to 8: atom 1 (C): -0.611, atom 2 (C): -0.382, atom 3 (C): -0.334, atom 4 (C): 0.451, atom 5 (O): -0.523, atom 6 (C): -0.392, atom 7 (C): -0.614, atom 8 (H): 0.212

***

Kohn-Sham gap list, top to bottom, in eV: 8.8, 10.8, 10.6, 10.7, 9.5, 9.7, 6.8, 10.4, 8.1, 10.6, 10.2, 10.6, 10.8
ΔE to the lowest compared entry with this formula, charge and spin list, top to bottom, in eV: 3.7020, 1.2967, 1.7322, 1.3857, 2.7033, 3.4800, 5.2223, 2.4493, 5.3534, 0.3433, 1.2560, 1.9580, 0.4600